{"formula": "C4H13NO", "method": "the ωB97M-V functional and the def2-TZVPD basis", "e_above_lowest_kj_mol": 66.5, "smiles": "CCC.NCO", "gap_ev": 10.678, "homo_ev": -9.658, "spin_multiplicity": 1, "elements": ["C", "C", "C", "H", "H", "H", "H", "H", "H", "H", "H", "N", "C", "O", "H", "H", "H", "H", "H"], "xyz": [[0.188, -1.052, 4.316], [-1.057, -0.534, 5.034], [-2.137, -1.579, 5.155], [0.713, -1.770, 4.947], [0.929, -0.256, 4.178], [-0.045, -1.425, 3.319], [-1.378, 0.427, 4.623], [-0.721, -0.228, 6.012], [-1.687, -2.529, 5.429], [-2.881, -1.444, 5.940], [-2.649, -1.772, 4.216], [-0.069, 0.703, -4.370], [1.099, 0.684, -5.176], [1.962, 1.823, -5.006], [0.119, 0.924, -3.403], [-0.773, 1.329, -4.731], [1.699, -0.217, -5.044], [0.810, 0.675, -6.201], [2.678, 1.571, -4.419]]}

***

{"formula": "C22H22N6NiO2P", "method": "the ωB97M-V functional and the def2-TZVPD basis", "charge": 1, "s2": 2.007, "gap_ev": [6.212, 5.202], "homo_ev": [-10.313, -10.307], "spin_multiplicity": 3, "elements": ["Ni", "O", "C", "O", "C", "C", "C", "N", "C", "C", "C", "C", "C", "C", "C", "N", "C", "C", "C", "C", "C", "N", "H", "H", "H", "H", "H", "H", "H", "H", "H", "H", "C", "N", "C", "N", "C", "N", "C", "P", "C", "C", "H", "H", "H", "H", "H", "H", "H", "H", "H", "H", "H", "H"], "xyz": [[-0.318, 0.271, -0.057], [1.271, -0.134, 6.515], [0.400, 0.604, 6.042], [-0.473, 1.351, 6.504], [0.405, 0.619, 4.479], [-0.204, 1.669, 3.789], [-0.246, 1.616, 2.415], [0.261, 0.563, 1.767], [0.882, -0.434, 2.397], [0.989, -0.429, 3.768], [1.429, -1.438, 1.446], [2.341, -2.406, 1.814], [2.862, -3.245, 0.841], [2.454, -3.099, -0.476], [1.528, -2.120, -0.770], [1.027, -1.303, 0.163], [-0.801, 2.636, 1.487], [-1.281, 3.862, 1.905], [-1.740, 4.765, 0.960], [-1.705, 4.425, -0.384], [-1.226, 3.179, -0.731], [-0.786, 2.300, 0.177], [-0.654, 2.466, 4.369], [1.503, -1.201, 4.327], [2.652, -2.491, 2.846], [3.586, -4.003, 1.110], [2.843, -3.729, -1.262], [1.168, -1.987, -1.783], [-1.289, 4.111, 2.957], [-2.117, 5.730, 1.272], [-2.037, 5.111, -1.152], [-1.189, 2.867, -1.767], [-5.070, -1.982, -0.905], [-4.524, -2.110, 0.447], [-5.140, -1.094, 1.305], [-4.966, 0.272, 0.798], [-5.499, 0.340, -0.564], [-4.900, -0.641, -1.474], [-3.511, -0.344, -1.772], [-2.507, -0.393, -0.200], [-3.074, -2.038, 0.462], [-3.581, 0.701, 0.859], [-6.137, -2.196, -0.860], [-4.598, -2.715, -1.560], [-4.726, -1.165, 2.312], [-6.208, -1.301, 1.356], [-5.347, 1.344, -0.963], [-6.569, 0.146, -0.518], [-3.424, 0.644, -2.227], [-3.114, -1.073, -2.479], [-2.701, -2.144, 1.482], [-2.646, -2.845, -0.135], [-3.491, 1.737, 0.527], [-3.216, 0.645, 1.887]]}

***

{"formula": "CH3Cl2NOS", "method": "the ωB97M-V functional and the def2-TZVPD basis", "e_above_lowest_kj_mol": 0.0, "gap_ev": 9.929, "homo_ev": -9.564, "spin_multiplicity": 1, "elements": ["C", "N", "O", "S", "Cl", "Cl", "H", "H", "H"], "xyz": [[-0.925, -0.061, 0.952], [0.454, -0.627, -1.340], [1.325, 1.191, 0.224], [0.069, 0.810, -0.415], [-1.668, 1.268, 1.774], [2.035, -1.120, -1.055], [-1.593, -0.759, 0.523], [-0.176, -0.310, 1.684], [0.480, -0.393, -2.348]]}

***

{"formula": "C3H10N2O", "method": "the ωB97M-V functional and the def2-TZVPD basis", "e_above_lowest_kj_mol": 201.0, "smiles": "[H]/N=C/NCC.O", "gap_ev": 10.296, "homo_ev": -9.483, "spin_multiplicity": 1, "elements": ["H", "N", "C", "N", "C", "C", "H", "H", "H", "H", "H", "H", "H", "O", "H", "H"], "xyz": [[-2.531, -1.057, 2.028], [-2.274, -0.737, 1.109], [-1.097, -0.830, 0.661], [-0.765, -0.598, -0.731], [0.474, 0.154, -0.983], [0.504, 1.125, -2.116], [-0.186, -0.891, 1.307], [-1.653, -0.232, -1.214], [1.387, -0.555, -1.154], [0.837, 0.761, -0.003], [0.533, 0.562, -3.139], [1.389, 1.760, -2.160], [-0.323, 1.934, -2.211], [2.359, 0.445, 1.915], [1.652, -0.201, 1.985], [2.005, 1.009, 1.220]]}